(1)
This record from the Open Molecules 2025 dataset describes a molecular structure, C25H41F3O2P2V in a non-equilibrium geometry. The level of theory is ωB97M-V/def2-TZVPD.

Geometry as XYZ:
```
74
Properties=species:S:1:pos:R:3:forces:R:3:lowdin_spin:R:1
V -1.36067 -1.30167 0.25790 3.141 5.045 5.342 -0.001
C 1.62088 1.75953 -2.54869 -0.167 0.234 0.117 0.307
C 0.43946 2.53523 -2.36934 0.125 -0.404 -0.052 0.301
C 1.67932 2.66796 -0.43792 0.111 0.102 0.569 0.324
C 2.38317 1.83699 -1.34989 0.180 -0.102 -0.027 0.321
C 0.49200 3.12312 -1.08171 0.116 0.289 0.044 0.327
C 2.04738 1.04148 -3.76717 -0.027 -0.160 -0.529 0.044
H 1.25284 1.02242 -4.52103 0.236 -0.039 0.126 0.000
H 2.34016 0.00595 -3.54475 -0.015 0.285 -0.067 0.011
H 2.92597 1.52017 -4.22894 -0.200 -0.079 0.198 0.016
C 3.68547 1.19948 -1.08581 0.190 -0.315 -0.164 0.051
H 3.94489 0.48377 -1.87396 0.011 0.193 0.118 0.000
H 3.67115 0.66830 -0.12123 -0.022 0.155 0.016 0.012
H 4.49087 1.94928 -1.04089 -0.202 -0.098 0.069 0.021
C 2.11799 2.97120 0.93439 -0.056 0.022 0.292 0.052
H 2.80080 3.83350 0.95138 -0.019 -0.087 -0.092 0.026
H 2.64478 2.11170 1.37152 -0.007 0.140 -0.138 0.007
H 1.26829 3.20441 1.59107 0.268 0.007 -0.250 0.005
C -0.47099 4.10391 -0.54066 -0.401 0.030 0.153 0.048
H -0.16668 5.14006 -0.76339 0.061 -0.279 -0.017 0.021
H -0.55465 4.02281 0.54836 0.067 0.008 -0.176 0.006
H -1.46486 3.96008 -0.98131 0.181 0.071 0.104 0.004
C -0.68825 2.67973 -3.31596 -0.203 0.009 -0.358 0.042
H -0.80820 3.72941 -3.62285 -0.012 -0.231 0.062 0.015
H -1.64038 2.36900 -2.85356 0.299 0.123 -0.081 0.013
H -0.53347 2.07845 -4.21900 -0.098 0.204 0.179 -0.001
C -0.94715 -2.97771 0.98375 1.281 -0.567 -0.950 0.000
C -0.79742 -3.04140 -0.56662 1.644 -2.540 -1.175 0.002
C -1.97478 -3.59913 -1.32873 -0.300 -0.320 -0.502 0.000
C -3.27036 -2.78732 -1.14906 -0.742 -0.750 -0.930 0.000
C -3.08689 -1.40087 -0.57901 -1.595 0.247 -0.475 0.000
C -3.21982 -1.13297 0.85876 -0.611 0.856 -1.141 0.000
C -3.25628 -2.23054 1.86771 -0.566 -0.951 0.834 0.000
C -2.22297 -3.37920 1.64254 -1.032 -0.933 0.866 0.000
H -2.13034 -4.63083 -0.98688 0.098 0.155 -0.053 0.000
H -3.99354 -3.39238 -0.57820 0.192 0.402 -0.043 0.000
H -1.73626 -3.68999 -2.39736 0.042 -0.014 0.277 0.000
H -2.69843 -4.23147 1.13316 0.087 0.293 0.025 0.000
H -0.03488 -3.27661 1.50891 -0.119 0.461 -0.210 0.000
H 0.09705 -3.62729 -0.81347 -0.379 -0.063 0.357 0.000
H -1.98028 -3.77249 2.64358 0.077 0.178 -0.412 0.000
H -3.12601 -1.81231 2.88234 0.177 -0.075 -0.514 0.000
H -3.71298 -0.20307 1.15096 0.338 -0.279 -0.193 0.000
H -4.24718 -2.71050 1.90005 0.055 0.163 -0.085 0.000
H -3.71622 -2.69199 -2.15158 -0.011 0.007 0.348 0.000
H -3.41467 -0.60131 -1.25483 -0.002 -0.086 0.427 0.000
P 0.21411 -1.36160 -1.45789 -0.981 -0.567 -0.144 0.001
C 1.92644 -1.93542 -1.27437 0.232 -0.057 0.284 0.001
C -0.20020 -1.41681 -3.21961 0.258 -0.211 -0.354 0.001
P -0.63946 1.66637 2.52917 -0.126 -1.903 -0.633 0.005
C -0.29296 0.06480 1.57358 -0.732 0.707 -0.857 0.008
C -2.24988 2.07110 1.74005 -0.324 0.654 0.059 0.002
C -1.20022 0.87354 4.08628 0.058 0.413 0.140 0.001
H 2.35399 -1.56694 -0.32704 -0.164 -0.055 -0.110 0.000
H 2.55313 -1.60084 -2.11260 -0.272 -0.097 0.221 0.000
H 1.89575 -3.03313 -1.25788 0.310 0.291 -0.114 0.000
H -1.02418 -2.12365 -3.37075 0.195 0.206 -0.127 0.000
H 0.68138 -1.71892 -3.80263 -0.417 0.001 0.013 0.000
H -0.52818 -0.41637 -3.53665 0.052 -0.342 0.107 0.000
H -2.11868 0.28846 3.93667 0.248 0.124 0.077 0.000
H -1.37883 1.69375 4.79667 -0.058 -0.452 0.068 0.000
H -0.38206 0.23189 4.44469 -0.249 0.238 0.008 0.000
H 0.48496 0.33645 0.83286 0.011 -0.305 0.336 0.003
H 0.16535 -0.64295 2.29544 -0.056 0.046 -0.422 0.000
H -2.41061 3.15293 1.84936 -0.304 -0.251 -0.073 0.000
H -3.07014 1.52620 2.22468 0.149 0.195 -0.195 0.000
H -2.22648 1.82329 0.66936 0.005 0.113 0.273 0.000
F 3.93474 -0.08802 4.97608 0.195 0.039 -1.238 0.000
C 4.05076 -0.05618 3.62437 0.266 -0.009 0.219 0.000
F 4.43797 1.21560 3.28043 -0.155 -0.812 0.240 0.000
F 5.07112 -0.89928 3.27156 -0.688 0.718 0.333 0.000
C 2.72504 -0.45394 2.86413 -0.492 -0.190 0.722 0.000
O 1.79925 -0.86675 3.59477 0.823 0.320 -0.947 0.000
O 2.78001 -0.29045 1.61668 0.026 -0.121 0.223 0.004
```
Positions in Å, forces in eV/Å.

Results
LUMO energy (alpha / beta): -3.982 / -5.761 eV
Net charge: +1
Expectation value of S²: 2.0044
Energy above the lowest of the compared OMol25 structures with the same formula, charge and spin: 787.7 kJ/mol
HOMO (alpha / beta): -0.3782 / -0.3777 hartree
2S+1: 3

=====

(2)
This record from the Open Molecules 2025 dataset describes a molecular structure, C5H8N2O in a non-equilibrium geometry. The level of theory is ωB97M-V/def2-TZVPD.

Geometry as XYZ:
```
16
Properties=species:S:1:pos:R:3:forces:R:3:nbo_charge:R:1
C 0.11817 -0.78503 -0.14880 -0.566 0.720 0.506 0.113
C -1.34301 -0.63560 -0.51985 -4.460 -1.970 -0.178 -0.401
C -1.36381 0.69801 0.20413 0.258 0.950 2.376 -0.410
C 0.07768 0.72530 -0.16794 2.286 1.973 -2.923 -0.066
C 1.51438 -0.97424 -0.55329 1.164 -2.022 -1.071 0.036
H 0.55698 -0.25957 1.71302 -1.371 -4.069 -1.697 0.483
H -1.78102 -0.50862 -1.55473 1.271 -0.357 0.851 0.232
H -2.05068 -1.32671 0.03233 1.042 0.133 -0.912 0.233
H -1.98143 1.48672 -0.13226 -0.594 0.783 -0.628 0.212
H -1.43586 0.69445 1.32780 -0.368 -0.592 -1.138 0.220
H 0.20740 1.15405 -1.26839 -0.614 -1.252 1.710 0.186
H 1.79265 1.86779 0.42005 0.243 0.944 -0.141 0.386
H 2.02748 -1.92348 -0.89642 -0.642 1.433 0.296 0.220
N 1.34558 0.98715 0.45728 0.255 -1.163 0.741 -0.491
N 2.20325 0.00832 -0.13606 0.746 0.754 0.193 -0.230
O 0.11224 -1.20855 1.22311 1.350 3.735 2.016 -0.724
```
Positions in Å, forces in eV/Å.

Results
LUMO energy: 0.927 eV
Energy above the lowest of the compared OMol25 structures with the same formula, charge and spin: 473.5 kJ/mol
HOMO: -0.3436 hartree

=====

(3)
This record from the Open Molecules 2025 dataset describes a molecular structure, C30H27BrN5O6Ru. The level of theory is ωB97M-V/def2-TZVPD.

Geometry as XYZ:
```
70
Properties=species:S:1:pos:R:3:forces:R:3:nbo_charge:R:1
Ru 1.07139 -0.13735 0.64461 -0.100 0.044 0.829 1.343
C 4.18858 -3.15624 1.43969 0.028 -0.127 0.012 -0.693
C 3.21148 -2.03671 1.67169 -0.057 0.216 0.073 0.553
O 2.98828 -1.26272 0.69938 0.060 -0.057 -0.038 -0.686
C 2.65520 -1.91995 2.96572 0.188 -0.247 -0.184 -0.444
C 1.84033 -0.90213 3.42780 -0.228 0.474 -0.179 0.331
C 1.59395 -0.74502 4.89620 -0.021 -0.039 0.075 -0.657
N 1.27538 -0.01652 2.59776 0.034 0.039 0.261 -0.341
N 0.62427 1.07833 3.17102 0.164 -0.631 -0.108 -0.375
C 0.37920 1.95582 2.24806 -0.012 0.275 -0.347 0.504
O 0.83805 1.85568 1.00667 -0.308 -0.106 0.472 -0.709
C -0.57837 3.02674 2.56822 0.027 0.129 -0.354 -0.049
C -0.85507 3.38595 3.86735 -0.012 0.103 -0.011 -0.149
C -1.73341 4.42926 4.15588 -0.051 0.076 -0.092 -0.207
C -2.28776 5.21358 3.09088 0.069 -0.085 0.236 -0.243
C -2.08319 4.87868 1.80319 0.117 -0.104 -0.127 -0.151
C -1.37122 3.61083 1.41654 -0.097 -0.076 0.131 -0.274
H 4.67231 -3.03391 0.47402 0.014 0.000 -0.015 0.230
H 3.65116 -4.11001 1.44838 0.038 0.059 -0.003 0.239
H 4.94027 -3.18922 2.23024 -0.036 -0.027 -0.039 0.229
H 2.99014 -2.64206 3.69799 0.020 0.015 -0.023 0.214
H 2.05263 -1.56633 5.44283 -0.021 0.030 0.002 0.217
H 0.52281 -0.71062 5.10076 0.046 -0.003 -0.019 0.240
H 2.00955 0.20120 5.24504 0.000 -0.023 -0.006 0.241
H -0.33677 2.86519 4.66411 -0.045 0.044 -0.027 0.228
H -1.93392 4.70149 5.18510 0.018 -0.017 -0.082 0.210
H -2.85072 6.10983 3.33106 0.044 -0.075 0.006 0.216
H -2.46599 5.51851 1.01508 0.027 -0.082 0.061 0.199
H -0.70040 3.77333 0.57038 0.053 0.015 -0.024 0.253
O -4.03855 3.72814 -2.34082 0.016 -0.016 0.107 -0.717
C -3.66191 3.87074 -0.98042 -0.052 -0.097 -0.128 -0.095
C -2.76439 2.74456 -0.58207 -0.038 0.088 0.180 0.071
C -2.46348 2.54116 0.87883 0.020 0.123 -0.022 -0.320
C -1.96862 1.14715 1.10285 -0.015 -0.102 -0.050 0.186
N -1.30923 0.47277 0.21982 -0.017 0.147 -0.311 -0.444
C -1.28775 0.92667 -1.06772 0.195 -0.084 -0.082 0.187
C -2.15967 1.96362 -1.49839 0.121 -0.131 -0.106 -0.271
C -0.30665 0.31494 -1.97585 -0.086 0.134 0.368 0.222
C -0.53859 0.17315 -3.33676 -0.036 -0.005 -0.226 -0.241
C 0.42903 -0.38912 -4.15119 -0.178 0.062 -0.069 0.025
C 0.19128 -0.60802 -5.62634 -0.171 0.049 0.062 -0.092
O -1.16765 -0.54565 -6.01018 0.116 0.079 0.089 -0.701
C 1.64187 -0.75761 -3.58082 0.159 -0.056 -0.069 -0.216
C 1.81785 -0.59243 -2.22846 -0.154 0.069 0.181 0.061
N 0.86310 -0.08500 -1.43212 -0.002 -0.149 -0.477 -0.479
H -4.63736 4.44303 -2.57194 0.015 0.024 -0.002 0.478
H -4.53399 3.88144 -0.31916 -0.097 -0.014 0.034 0.178
H -3.13333 4.81574 -0.82997 0.030 0.127 -0.005 0.177
H -3.35773 2.70017 1.48830 -0.020 0.025 0.014 0.236
H -2.09367 0.69071 2.08054 0.079 0.059 0.005 0.209
H -2.31578 2.15657 -2.55225 0.035 -0.014 0.067 0.243
H -1.48986 0.47538 -3.75135 0.018 -0.025 -0.022 0.242
H 0.64831 -1.55455 -5.92308 0.029 -0.093 -0.007 0.182
H 0.69919 0.18055 -6.18134 0.011 0.045 -0.054 0.204
H -1.65750 -1.22951 -5.54068 0.017 -0.059 -0.033 0.472
H 2.43557 -1.19552 -4.17546 -0.051 0.015 0.036 0.224
H 2.73419 -0.88583 -1.73221 0.008 0.003 0.042 0.234
Br 3.85111 -4.90118 -2.64525 0.027 0.006 0.021 0.047
C 2.05977 -4.91262 -2.02879 0.055 0.004 -0.018 -0.123
C 1.24259 -5.99230 -2.31467 -0.296 -0.025 0.036 0.002
N -0.03885 -6.03050 -1.94292 0.134 0.245 0.067 -0.400
C -0.52624 -4.97504 -1.28349 -0.016 -0.285 -0.196 0.059
C 0.23556 -3.87043 -0.93017 0.085 -0.063 0.095 -0.167
C 1.56850 -3.84446 -1.30629 0.116 0.130 0.124 -0.193
C -0.39092 -2.70170 -0.21150 -0.072 0.536 -0.061 0.785
O -1.52955 -2.37825 -0.50677 0.107 -0.182 0.124 -0.628
O 0.39821 -2.10417 0.63688 -0.031 -0.259 -0.263 -0.763
H 1.62686 -6.84470 -2.86350 -0.024 0.013 0.015 0.203
H -1.57829 -5.00237 -1.01989 0.063 -0.013 -0.002 0.213
H 2.19840 -3.00116 -1.04106 -0.061 -0.133 0.055 0.241
```
Positions in Å, forces in eV/Å.

Results
LUMO energy (alpha / beta): 0.073 / -1.612 eV
Expectation value of S²: 8.8562
Energy above the lowest of the compared OMol25 structures with the same formula, charge and spin: 238.4 kJ/mol
HOMO (alpha / beta): -0.2494 / -0.2930 hartree
2S+1: 6

=====

(4)
This record from the Open Molecules 2025 dataset describes a molecular structure, C4H9NO in a non-equilibrium geometry. The level of theory is ωB97M-V/def2-TZVPD.

Geometry as XYZ:
```
15
Properties=species:S:1:pos:R:3:forces:R:3:nbo_charge:R:1
C -0.50908 1.05213 1.22458 1.082 0.480 -0.563 -0.402
N 0.61289 0.28125 0.66684 0.408 -0.550 -1.473 -0.461
C 0.22870 -1.15278 0.71999 -1.366 -0.369 1.484 -0.439
C 0.78126 0.72478 -0.71891 -2.455 -3.120 0.176 -0.175
C -0.11720 0.10654 -1.63764 -1.393 2.273 -0.524 0.033
O -0.48848 -1.27169 -1.77473 2.539 3.270 1.151 -0.661
H -0.71560 0.70337 2.21142 -0.120 -0.132 0.768 0.202
H -1.39450 1.01294 0.61290 -0.628 -0.411 -0.351 0.169
H -0.21701 2.09008 1.22331 0.100 0.445 0.385 0.201
H 0.54313 -1.79970 -0.12522 0.209 0.518 1.458 0.214
H 0.61753 -1.44647 1.68571 0.175 -0.797 0.122 0.201
H -0.92113 -1.28191 0.81728 1.697 0.188 -0.500 0.182
H 1.67847 1.18904 -1.07620 -0.187 1.284 0.077 0.230
H 0.60820 -0.94233 -1.53816 -0.818 -3.112 -0.931 0.510
H -0.70717 0.73473 -2.29115 0.755 0.033 -1.279 0.196
```
Positions in Å, forces in eV/Å.

Results
LUMO energy: 0.161 eV
Energy above the lowest of the compared OMol25 structures with the same formula, charge and spin: 686.3 kJ/mol
HOMO: -0.2984 hartree